{
  "formula": "C6H11BrN2",
  "method": "wB97M-V/def2-TZVPD",
  "symbols": ["C", "C", "N", "C", "C", "N", "C", "C", "H", "H", "H", "H", "H", "H", "H", "H", "H", "H", "H", "Br"],
  "xyz": [[2.1124, -0.1704, -1.7139], [1.0356, 0.9101, -1.4204], [0.1576, 0.5152, -0.3861], [-0.0698, 1.1611, 0.8629], [-1.0249, 0.3956, 1.5536], [-1.3083, -0.7501, 0.8029], [-0.6853, -0.6185, -0.4116], [-2.1352, -1.8687, 1.1880], [2.7083, 0.0660, -2.5954], [1.6784, -1.1445, -1.9392], [2.8762, -0.3563, -0.9589], [0.4238, 1.0355, -2.3137], [1.5030, 1.8727, -1.2133], [0.3989, 2.1309, 0.9405], [-1.5735, 0.5477, 2.4714], [-0.7154, -1.2855, -1.2606], [-1.9926, -2.7420, 0.5514], [-3.1629, -1.5377, 1.0385], [-1.9094, -2.1842, 2.2066], [1.6830, 4.0231, 2.5972]],
  "forces_ev_per_angstrom": [[0.25, -0.10, -0.33], [1.56, -0.50, -1.83], [-4.04, -2.48, 3.57], [-1.29, -1.87, -1.49], [1.27, 0.23, -1.05], [2.15, 1.94, -2.51], [1.92, 2.02, 1.63], [-0.94, -0.28, -0.07], [-0.29, 0.38, -0.14], [-0.29, 0.05, 0.06], [-0.38, 0.37, 0.51], [0.14, 0.14, -0.13], [-0.20, -0.09, 0.31], [-0.19, -0.11, 0.79], [0.42, 0.14, 0.05], [-0.12, -0.17, 0.29], [0.33, 0.30, -0.16], [-0.14, -0.31, 0.51], [-0.18, 0.30, -0.04], [0.02, 0.04, 0.02]],
  "charge": 1,
  "homo_energy_ev": [-13.930, -13.845],
  "multiplicity": 2,
  "s2": 0.75,
  "lumo_ev": [-3.42, -6.50]
}



{
  "formula": "C6H11BrN4O2",
  "method": "wB97M-V/def2-TZVPD",
  "symbols": ["C", "C", "O", "O", "C", "N", "C", "N", "C", "N", "C", "N", "H", "H", "H", "H", "H", "H", "H", "H", "H", "H", "H", "Br"],
  "xyz": [[0.2062, 2.1587, -1.1670], [-1.2664, 2.4636, -0.9267], [-1.9052, 2.9492, -1.8378], [-1.8802, 2.2677, 0.2802], [-1.5488, 1.0752, 0.9510], [-1.5621, -0.0706, 0.0253], [-0.5518, -0.8922, -0.1054], [-0.5396, -1.9428, -0.9878], [0.6230, -2.4955, -0.8035], [1.3640, -1.8995, 0.1234], [2.7019, -2.2787, 0.5390], [0.6018, -0.8642, 0.5736], [0.6807, 1.5666, -0.3849], [0.2689, 1.5747, -2.0872], [0.7805, 3.0667, -1.3375], [-2.3886, 0.8746, 1.7839], [-0.6054, 1.1792, 1.4990], [-2.3824, -0.2080, -0.5489], [1.0464, -3.3418, -1.3220], [3.1110, -2.9028, -0.2496], [3.3200, -1.3775, 0.5750], [2.7224, -2.7525, 1.5193], [0.9212, -0.2506, 1.3055], [-3.7173, 2.1006, 2.5830]],
  "forces_ev_per_angstrom": [[-0.07, -0.69, 0.25], [-0.79, 1.12, -1.35], [0.65, -0.48, 1.16], [0.62, -0.73, -0.81], [-1.07, -0.85, 1.32], [0.89, 0.79, 0.37], [-1.06, -0.65, -1.07], [-0.22, 0.35, 0.23], [0.38, -0.31, -0.14], [0.30, -0.81, -0.42], [0.19, 1.05, 0.22], [0.56, 0.45, 0.85], [0.03, 0.26, 0.11], [-0.09, 0.08, -0.01], [-0.22, 0.14, 0.16], [1.29, 0.96, -1.54], [0.20, -0.26, -0.37], [-0.02, -0.14, 0.07], [-0.27, -0.08, -0.15], [-0.06, -0.22, 0.17], [0.01, -0.09, 0.04], [-0.11, -0.17, -0.12], [-0.11, 0.00, 0.01], [-1.05, 0.28, 1.02]],
  "charge": 0,
  "homo_energy_ev": -6.504,
  "lumo_ev": -0.75
}



Question: Number 2 is which compound?
Answer: C6H11BrN4O2